(1)
Below is a 6-piece molecular cluster, C35H62N4O11P overall in a non-equilibrium geometry, with properties calculated with the ωB97M-V functional and the def2-TZVPD basis.

XYZ file:
```
113
Properties=species:S:1:pos:R:3:lowdin_charge:R:1
N -0.2750 -1.4056 6.3273 -0.25
P -1.8418 -1.1888 6.1381 0.78
N -2.2591 0.0532 4.8765 -0.22
C -1.9905 1.4570 5.3459 -0.18
C -2.4343 2.6086 4.3260 -0.15
C -3.8196 3.3570 4.7202 -0.22
N -4.9309 3.1252 3.7420 -0.06
C -5.1247 1.6481 3.6793 -0.23
C -6.5662 1.1800 3.1819 -0.10
C -6.8865 1.2380 1.6692 -0.02
C -8.2647 0.7444 1.1723 -0.06
C -9.2683 0.2106 2.2196 -0.06
C -8.9441 0.1623 3.7378 0.01
C -7.5684 0.6505 4.2480 -0.19
O -7.2418 0.6043 5.6557 -0.04
C -1.6162 -0.2804 3.5543 -0.30
C -2.2446 -1.3946 2.7184 0.00
C -1.7743 -1.8737 1.3088 0.05
C -0.4995 -1.0182 0.8244 0.04
C -0.0102 0.0434 1.8270 -0.10
N -0.4987 0.4347 3.0893 0.08
H 0.1675 -0.7473 5.6473 -0.01
H -2.5272 -0.7545 7.3332 0.03
H -2.5416 -2.3820 5.6918 0.03
H -3.2848 -0.0867 4.7112 0.12
H -0.8704 1.5812 5.5450 0.14
H -2.5302 1.6153 6.3567 0.14
H -2.4783 2.2965 3.2319 0.11
H -1.6181 3.4247 4.3884 0.12
H -3.6131 4.4944 4.6974 0.13
H -4.0959 3.1139 5.7992 0.12
H -4.6800 3.5301 2.8309 0.12
H -4.3513 1.0994 3.0113 0.11
H -4.9694 1.2393 4.7442 0.10
H -6.0671 1.6195 0.9803 0.10
H -8.4789 0.7924 0.0588 0.09
H -10.2810 -0.1828 1.8440 0.10
H -9.7517 -0.2732 4.4245 0.11
H -6.6759 -0.2000 5.7313 0.10
H -3.1699 -1.9160 3.1624 0.10
H -2.2627 -2.6955 0.6998 0.11
H -0.0128 -1.2112 -0.1966 0.10
H 0.9225 0.6230 1.4771 0.11
O -0.5211 -3.3769 -0.9083 0.04
C 0.0966 -4.4160 -0.7843 -0.50
O 1.0301 -4.5327 0.1708 0.00
C 1.6718 -5.7687 0.5279 -0.22
C 2.8661 -6.0367 -0.3625 -0.06
C -0.1002 -5.5486 -1.7520 0.02
H 0.9580 -6.5960 0.5316 0.12
H 2.0107 -5.6508 1.5599 0.12
H 2.5734 -6.1475 -1.4053 0.04
H 3.3844 -6.9452 -0.0512 0.08
H 3.5692 -5.1991 -0.3197 0.09
H 0.5308 -5.3880 -2.6266 0.11
H -1.1472 -5.5587 -2.0615 0.10
H 0.1006 -6.5294 -1.3263 0.08
O 3.1333 3.1254 -4.2114 0.10
C 2.6989 2.9279 -3.1008 -0.50
O 1.8220 1.9267 -2.8866 0.01
C 1.4019 1.4861 -1.5908 -0.24
C 0.2378 2.3135 -1.0858 -0.06
C 3.0466 3.8464 -1.9628 0.01
H 2.2403 1.4700 -0.8895 0.11
H 1.0805 0.4482 -1.7097 0.11
H 0.5118 3.3639 -0.9654 0.07
H -0.1169 1.9366 -0.1244 0.04
H -0.5896 2.2842 -1.8008 0.09
H 2.3724 4.7028 -1.9710 0.10
H 4.0708 4.1955 -2.1030 0.10
H 3.0219 3.3648 -0.9872 0.06
O 2.7497 -7.5404 -2.9722 0.08
C 3.3646 -8.5767 -2.8497 -0.51
O 4.3013 -8.6964 -1.8928 -0.01
C 4.9423 -9.9313 -1.5362 -0.23
C 6.1383 -10.2004 -2.4252 -0.06
C 3.1652 -9.7084 -3.8191 0.02
H 4.2283 -10.7582 -1.5326 0.12
H 5.2814 -9.8132 -0.5045 0.12
H 5.8462 -10.3120 -3.4713 0.07
H 6.6556 -11.1092 -2.1120 0.09
H 6.8412 -9.3636 -2.3820 0.09
H 3.7954 -9.5472 -4.6941 0.10
H 2.1181 -9.7165 -4.1275 0.09
H 3.3647 -10.6905 -3.3948 0.07
O 0.0562 6.8373 -8.3298 0.09
C 0.6718 5.8041 -8.2025 -0.53
O 1.6062 5.6874 -7.2429 0.00
C 2.2471 4.4530 -6.8813 -0.24
C 3.4449 4.1831 -7.7672 -0.06
C 0.4765 4.6687 -9.1698 0.00
H 1.5337 3.6255 -6.8771 0.12
H 2.5842 4.5729 -5.8511 0.10
H 3.1552 4.0692 -8.8142 0.07
H 3.9622 3.2753 -7.4507 0.08
H 4.1472 5.0207 -7.7243 0.09
H 1.1087 4.8281 -10.0435 0.10
H -0.5698 4.6583 -9.4809 0.09
H 0.6763 3.6880 -8.7420 0.07
O 4.0244 6.5683 -0.4048 0.11
C 3.5888 6.3689 0.7063 -0.51
O 2.7092 5.3671 0.9244 -0.02
C 2.2886 4.9254 2.2222 -0.23
C 1.1259 5.7533 2.7287 -0.07
C 3.9391 7.2880 1.8438 0.01
H 3.1270 4.9077 2.9225 0.12
H 1.9654 3.8881 2.1027 0.11
H 1.4008 6.8027 2.8500 0.07
H 0.7721 5.3751 3.6902 0.07
H 0.2980 5.7252 2.0139 0.08
H 3.2646 8.1447 1.8344 0.10
H 4.9635 7.6362 1.7012 0.10
H 3.9144 6.8078 2.8204 0.07
```

For the LUMO energy, the calculation gives -3.49 eV. Its total charge is +1. The value obtained for the HOMO-LUMO gap is 7.20 eV. The total energy comes out at -75056.4823 eV.

---

(2)
Below is one molecule with the formula C21H27FN4O2, with properties calculated with the ωB97M-V functional and the def2-TZVPD basis.

XYZ file:
```
55
Properties=species:S:1:pos:R:3:lowdin_charge:R:1
C 5.2859 1.2219 1.4084 -0.08
H 6.2487 0.7163 1.3608 0.10
H 5.4462 2.3042 1.4397 0.10
H 4.7543 0.9048 2.3114 0.10
O 4.5997 0.8356 0.2430 -0.06
C 3.3569 1.3321 0.0293 -0.21
C 2.7149 0.9446 -1.1538 -0.20
C 1.4506 1.3775 -1.4821 0.03
C 0.7605 2.2331 -0.6196 -0.17
C 1.3926 2.6332 0.5542 -0.03
C 2.6633 2.1912 0.8761 0.00
H 3.1150 2.5295 1.7947 0.11
H 0.8925 3.3175 1.2213 0.11
C -0.5638 2.7145 -0.9805 -0.16
C -1.7116 3.0166 -0.2533 -0.15
C -2.6199 3.4794 -1.2241 -0.12
N -2.0889 3.4787 -2.4278 0.05
N -0.8631 3.0059 -2.2735 0.04
H -0.2532 2.9164 -3.0705 0.16
H -3.6247 3.8223 -1.0738 0.11
C -2.0606 2.8148 1.1907 -0.14
N -2.3868 1.4423 1.5674 -0.14
C -3.2747 0.7643 0.6303 -0.08
C -2.5693 -0.1859 -0.3289 -0.43
O -2.7495 -0.1887 -1.5311 0.06
N -1.7482 -1.0492 0.3122 -0.02
C -1.5305 -0.8402 1.7239 -0.12
C -1.2339 0.6406 1.9432 -0.16
H -1.0119 0.8327 2.9998 0.12
H -0.3428 0.8952 1.3496 0.11
H -0.6848 -1.4422 2.0537 0.12
H -2.4132 -1.1344 2.3048 0.13
C -1.0513 -2.0904 -0.4218 -0.28
C -1.4417 -3.4848 0.0721 -0.14
C -0.7767 -4.5462 -0.8007 -0.20
C 0.7403 -4.3786 -0.7943 -0.21
C 1.1256 -2.9797 -1.2659 -0.19
C 0.4681 -1.9237 -0.3828 -0.14
H 0.7320 -0.9231 -0.7267 0.09
H 0.8368 -2.0363 0.6400 0.12
H 0.7989 -2.8411 -2.2983 0.12
H 2.2099 -2.8577 -1.2396 0.11
H 1.1979 -5.1281 -1.4426 0.11
H 1.1189 -4.5376 0.2185 0.11
H -1.1465 -4.4516 -1.8237 0.12
H -1.0437 -5.5411 -0.4383 0.11
H -2.5274 -3.5938 0.0352 0.12
H -1.1233 -3.6139 1.1095 0.12
H -1.3910 -1.9722 -1.4573 0.15
H -3.9961 0.1713 1.2096 0.13
H -3.8322 1.4972 0.0488 0.12
H -2.9475 3.4210 1.4070 0.12
H -1.2587 3.1484 1.8521 0.11
H 1.0017 1.0262 -2.3986 0.13
F 3.3562 0.1108 -1.9976 0.09
```

For the LUMO energy, the calculation gives 0.57 eV. As for the structure (SMILES): COc1ccc(-c2[nH]ncc2CN2CCN(C3CCCCC3)C(=O)C2)cc1F. Its energy above the lowest of the compared OMol25 structures with the same formula, charge and spin is 1.8857 eV. The value obtained for the HOMO-LUMO gap is 8.60 eV. The total energy comes out at -34988.0744 eV.

---

(3)
Below is C5H5CsO4 as an isolated structure in a non-equilibrium geometry, with properties calculated with the ωB97M-V functional and the def2-TZVPD basis.

XYZ file:
```
15
Properties=species:S:1:pos:R:3:lowdin_charge:R:1
O 1.3772 1.6242 1.1973 -0.45
C 2.1708 1.0845 0.2288 -0.47
C 1.6570 -0.2489 -0.3224 -0.46
O 0.5614 -0.6601 0.1048 -0.08
C -4.8754 -0.0218 1.1291 -0.52
O -5.6579 0.8759 0.7984 -0.18
O -5.3669 -1.2984 0.8978 -0.14
Cs -1.5185 0.7982 2.9472 0.71
H 3.2159 0.8808 0.5669 0.09
H 2.3014 1.7439 -0.6630 0.08
H -4.6555 -1.8153 0.4759 0.05
C 2.3688 -0.9968 -1.3669 -0.35
C 3.0710 -0.4943 -2.4225 -0.20
H 2.2436 -2.0855 -1.2327 0.03
H 3.1069 0.6136 -2.3388 -0.10
```

For the LUMO energy, the calculation gives 3.18 eV. Its total charge is -2. Its energy above the lowest of the compared OMol25 structures with the same formula, charge and spin is 0.0000 eV. The value obtained for the HOMO-LUMO gap is 2.64 eV. The total energy comes out at -13998.2632 eV.

---

(4)
Below is a 2-piece molecular cluster, C2H6OS overall in a non-equilibrium geometry, with properties calculated with the ωB97M-V functional and the def2-TZVPD basis.

XYZ file:
```
10
Properties=species:S:1:pos:R:3:lowdin_charge:R:1
C 0.4407 0.5615 1.2541 -0.49
S 0.4696 1.5533 -0.2723 0.62
H 1.0327 -0.3452 1.2138 0.03
H 0.7678 1.1921 2.0789 0.02
H -0.5995 0.3162 1.4462 0.02
H 1.7462 1.9834 -0.1657 -0.15
O -0.8053 -1.8838 -0.3450 -0.01
C -0.9676 -1.3162 -1.3808 -0.18
H -0.1385 -0.8559 -1.9419 0.06
H -1.9461 -1.2054 -1.8873 0.08
```

For the LUMO energy, the calculation gives 0.86 eV. As for the structure (SMILES): C=O.CS. Its energy above the lowest of the compared OMol25 structures with the same formula, charge and spin is 0.5274 eV. The value obtained for the HOMO-LUMO gap is 9.98 eV. The total energy comes out at -15052.9043 eV.

---

(5)
Below is one molecule with the formula C3H5N3, with properties calculated with the ωB97M-V functional and the def2-TZVPD basis.

XYZ file:
```
11
Properties=species:S:1:pos:R:3:lowdin_charge:R:1
N 1.1478 1.3643 0.7160 0.09
C 0.3135 0.9234 -0.2525 -0.26
C -1.0218 0.7229 -0.1525 -0.06
C -1.6535 -0.4432 -0.1930 -0.20
N -0.8994 -1.6781 -0.2875 -0.05
N 0.3306 -1.5203 -0.2138 0.03
H 0.8346 1.3689 1.6736 0.11
H 2.1337 1.4442 0.5375 0.10
H 0.7637 0.8510 -1.2450 0.12
H -2.7284 -0.6021 -0.2252 0.07
H 0.7792 -2.4309 -0.3576 0.06
```

For the LUMO energy, the calculation gives 0.38 eV. As for the structure (SMILES): [H]/N=N/C=C=CN. Its energy above the lowest of the compared OMol25 structures with the same formula, charge and spin is 3.7704 eV. The value obtained for the HOMO-LUMO gap is 8.72 eV. The total energy comes out at -7658.6851 eV.

---

(6)
Below is one molecule with the formula C2H2N2O2S in a non-equilibrium geometry, with properties calculated with the ωB97M-V functional and the def2-TZVPD basis.

XYZ file:
```
9
Properties=species:S:1:pos:R:3:lowdin_charge:R:1
C 0.3018 0.2825 0.1249 -0.18
C 0.1165 1.5248 -0.3339 -0.45
N 0.3477 -0.8786 0.5513 0.19
N 0.4800 -2.3425 0.9170 -0.40
O -0.5149 -2.8452 0.5444 0.14
O 1.4144 -2.6711 1.5583 0.16
S -1.5096 1.7211 -1.2186 0.67
H 0.5933 2.4639 -0.1171 0.05
H -1.2292 2.7450 -2.0264 -0.17
```

For the LUMO energy, the calculation gives -0.43 eV. As for the structure (SMILES): O=[N+]([O-])N=C=CS. Its energy above the lowest of the compared OMol25 structures with the same formula, charge and spin is 6.6115 eV. The value obtained for the HOMO-LUMO gap is 7.94 eV. The total energy comes out at -20009.7378 eV.